Record 1
Computed, not measured: a 2-piece molecular cluster, C4H11NO overall in a non-equilibrium geometry, with ωB97M-V with the def2-TZVPD basis set.

Structure (XYZ):
```
17
Properties=species:S:1:pos:R:3:lowdin_charge:R:1
C -0.82 0.10 1.90 -0.10
C -1.34 1.08 1.06 -0.57
N -2.43 0.56 0.05 0.14
O -0.90 2.17 1.18 0.10
H -0.74 0.47 2.97 0.11
H 0.34 -0.12 1.76 0.12
H -1.25 -1.00 1.93 0.12
H -3.02 1.03 -0.59 0.06
H -2.55 -0.38 0.04 0.01
C 0.84 -0.63 -1.15 -0.20
C 2.30 -0.31 -1.45 -0.20
H 0.50 -0.43 -0.11 0.02
H 0.78 -1.72 -1.27 0.06
H 0.03 -0.20 -1.81 0.08
H 2.96 -0.49 -0.50 0.08
H 2.37 0.79 -1.83 0.08
H 2.94 -0.91 -2.19 0.07
```

The HOMO energy is -10.084 eV. As for the energy above the lowest of the compared OMol25 structures with the same formula, charge and spin: 53.22 kcal/mol. The calculation puts the max |F| at 8.810 eV/Å. The HOMO-LUMO gap is 10.94 eV. The lowest unoccupied orbital energy comes out at 0.0316 Ha.



Record 2
Computed, not measured: a single C4H11NO molecule in a non-equilibrium geometry, with ωB97M-V with the def2-TZVPD basis set.

Structure (XYZ):
```
17
Properties=species:S:1:pos:R:3:lowdin_charge:R:1
C 0.31 2.03 1.33 -0.11
N 0.67 1.20 0.20 -0.22
O 0.96 -0.15 0.65 -0.16
C -0.33 -0.47 -0.50 -0.30
C -1.12 -1.42 0.35 -0.08
C 0.46 -1.08 -1.63 -0.07
H 1.04 1.95 2.14 0.08
H 0.22 3.07 1.00 0.08
H -0.66 1.70 1.71 0.07
H 1.52 1.54 -0.24 0.11
H -1.02 0.27 -0.92 0.13
H -1.95 -1.82 -0.25 0.08
H -1.55 -0.91 1.21 0.07
H -0.50 -2.24 0.70 0.08
H -0.24 -1.44 -2.39 0.09
H 1.10 -0.33 -2.09 0.08
H 1.08 -1.90 -1.27 0.08
```

The HOMO energy is -8.089 eV. As for the energy above the lowest of the compared OMol25 structures with the same formula, charge and spin: 104.77 kcal/mol. The calculation puts the max |F| at 4.543 eV/Å. The HOMO-LUMO gap is 9.23 eV. The lowest unoccupied orbital energy comes out at 0.0419 Ha.



Record 3
Computed, not measured: a single C4H11NO molecule in a non-equilibrium geometry, with ωB97M-V with the def2-TZVPD basis set.

Structure (XYZ):
```
17
Properties=species:S:1:pos:R:3:lowdin_charge:R:1
N 0.54 -1.32 2.52 -0.07
C 0.17 -0.11 1.67 -0.31
C -0.22 -0.21 0.27 -0.30
C 0.17 0.91 -0.57 -0.21
C -0.24 0.53 -2.06 -0.24
O -1.40 -0.36 -2.14 -0.12
H 1.42 -1.32 3.29 0.14
H 0.85 -2.04 1.83 0.04
H 1.05 0.59 1.65 0.11
H -0.65 0.31 2.29 0.11
H 0.21 -1.15 -0.01 0.12
H -1.26 -0.24 0.18 0.10
H -0.21 1.97 -0.35 0.14
H 1.30 0.87 -0.56 0.13
H -0.58 1.55 -2.46 0.12
H 0.64 0.01 -2.60 0.13
H -1.78 0.00 -2.98 0.09
```

The HOMO energy is -8.928 eV. As for the energy above the lowest of the compared OMol25 structures with the same formula, charge and spin: 67.89 kcal/mol. The calculation puts the max |F| at 5.051 eV/Å. The HOMO-LUMO gap is 9.83 eV. The lowest unoccupied orbital energy comes out at 0.0331 Ha.



Record 4
Computed, not measured: a 2-piece molecular cluster, C4H11NO overall in a non-equilibrium geometry, with ωB97M-V with the def2-TZVPD basis set.

Structure (XYZ):
```
17
Properties=species:S:1:pos:R:3:lowdin_charge:R:1
C 0.90 0.41 -1.08 -0.27
C -0.11 1.49 -0.84 -0.16
C 0.34 1.82 0.76 -0.17
N 1.58 1.03 0.99 -0.12
C 1.35 -0.27 0.26 -0.18
H 1.83 0.77 -1.62 0.12
H 0.38 -0.33 -1.70 0.09
H 0.08 2.26 -1.56 0.07
H -1.26 1.23 -0.89 0.13
H 0.74 2.89 0.94 0.13
H -0.40 1.54 1.35 0.04
H 2.35 1.61 0.67 0.09
H 2.26 -0.91 0.17 0.11
H 0.50 -0.80 0.77 0.12
O -3.52 -4.24 0.24 -0.10
H -3.48 -3.42 0.68 0.00
H -3.54 -5.07 0.86 0.10
```

The HOMO energy is -8.686 eV. As for the energy above the lowest of the compared OMol25 structures with the same formula, charge and spin: 54.42 kcal/mol. The calculation puts the max |F| at 6.465 eV/Å. The HOMO-LUMO gap is 9.44 eV. The lowest unoccupied orbital energy comes out at 0.0277 Ha.



Record 5
Computed, not measured: a 3-piece molecular cluster, C4H11NO overall in a non-equilibrium geometry, with ωB97M-V with the def2-TZVPD basis set.

Structure (XYZ):
```
17
Properties=species:S:1:pos:R:3:lowdin_charge:R:1
C -0.19 -0.64 1.57 -0.04
C 0.46 0.32 0.58 -0.37
C 0.88 -0.08 -0.64 -0.10
N 0.84 -1.49 -1.03 -0.08
C 0.66 1.73 0.98 -0.08
H 0.13 -1.66 1.31 0.07
H -0.03 -0.36 2.60 0.08
H -1.27 -0.75 1.37 0.09
H 0.09 -0.02 -2.42 0.21
H -0.09 -1.72 -1.44 0.07
H 1.56 -1.74 -1.69 0.06
H -0.25 2.33 1.14 0.09
H 1.32 1.81 1.87 0.09
H 1.26 2.17 0.17 0.08
H -2.34 0.07 -2.02 0.03
H -1.03 0.15 -1.22 -0.07
O -1.99 -0.12 -1.14 -0.13
```

The HOMO energy is -8.346 eV. As for the energy above the lowest of the compared OMol25 structures with the same formula, charge and spin: 152.18 kcal/mol. The calculation puts the max |F| at 4.960 eV/Å. The HOMO-LUMO gap is 6.90 eV. The lowest unoccupied orbital energy comes out at -0.0530 Ha.



Record 6
Computed, not measured: a 2-piece molecular cluster, C4H11NO overall in a non-equilibrium geometry, with ωB97M-V with the def2-TZVPD basis set.

Structure (XYZ):
```
17
Properties=species:S:1:pos:R:3:lowdin_charge:R:1
C -3.23 1.46 -1.04 -0.06
C -2.46 2.51 -1.78 -0.32
O -1.26 2.55 -1.77 0.04
H -3.74 1.86 -0.15 0.08
H -4.01 0.95 -1.60 0.07
H -2.58 0.70 -0.59 0.08
H -3.03 3.22 -2.40 0.11
C 2.11 -1.36 -0.23 -0.12
C 1.95 -0.85 1.19 -0.35
N 1.99 -1.93 2.16 -0.03
H 3.14 -1.58 -0.55 0.06
H 1.74 -0.58 -0.90 0.07
H 1.55 -2.28 -0.42 0.06
H 0.96 -0.40 1.29 0.10
H 2.67 -0.05 1.40 0.10
H 1.34 -1.91 2.92 0.05
H 2.86 -2.31 2.48 0.05
```

The HOMO energy is -8.761 eV. As for the energy above the lowest of the compared OMol25 structures with the same formula, charge and spin: 32.86 kcal/mol. The calculation puts the max |F| at 1.043 eV/Å. The HOMO-LUMO gap is 9.75 eV. The lowest unoccupied orbital energy comes out at 0.0362 Ha.



Record 7
Computed, not measured: a 2-piece molecular cluster, C4H11NO overall in a non-equilibrium geometry, with ωB97M-V with the def2-TZVPD basis set.

Structure (XYZ):
```
17
Properties=species:S:1:pos:R:3:lowdin_charge:R:1
C -1.94 -3.83 2.40 -0.06
C -2.57 -3.20 3.62 -0.33
O -3.74 -2.96 3.71 0.05
H -1.95 -3.20 1.51 0.08
H -2.50 -4.73 2.16 0.08
H -0.88 -4.04 2.52 0.07
H -1.85 -3.10 4.46 0.11
C 2.65 2.26 -2.57 -0.14
N 1.29 1.93 -2.16 -0.21
C 0.50 2.99 -1.63 -0.17
H 2.62 2.49 -3.63 0.07
H 3.07 3.14 -2.06 0.07
H 3.29 1.39 -2.42 0.07
H 1.19 1.12 -1.57 0.09
H 0.80 3.29 -0.61 0.07
H -0.48 2.52 -1.54 0.08
H 0.50 3.92 -2.20 0.08
```

The HOMO energy is -8.444 eV. As for the energy above the lowest of the compared OMol25 structures with the same formula, charge and spin: 44.01 kcal/mol. The calculation puts the max |F| at 1.257 eV/Å. The HOMO-LUMO gap is 9.40 eV. The lowest unoccupied orbital energy comes out at 0.0351 Ha.



Record 8
Computed, not measured: a 2-piece molecular cluster, C4H11NO overall in a non-equilibrium geometry, with ωB97M-V with the def2-TZVPD basis set.

Structure (XYZ):
```
17
Properties=species:S:1:pos:R:3:lowdin_charge:R:1
C -0.70 1.49 0.21 -0.13
N -0.78 0.02 0.27 -0.30
C -2.23 -0.35 0.41 -0.11
C -0.21 -0.58 -0.93 -0.14
H -1.10 1.97 1.12 0.08
H -1.24 1.90 -0.66 0.08
H 0.35 1.79 0.12 0.07
H -2.34 -1.43 0.29 0.07
H -2.63 0.02 1.38 0.09
H -2.89 0.00 -0.41 0.08
H -0.36 -1.66 -0.99 0.08
H 0.87 -0.49 -0.97 0.05
H -0.61 -0.10 -1.88 0.10
C 3.50 -0.65 0.49 -0.14
O 3.70 -0.76 1.69 -0.02
H 3.57 -1.48 -0.22 0.07
H 3.10 0.31 0.08 0.08
```

The HOMO energy is -8.860 eV. As for the energy above the lowest of the compared OMol25 structures with the same formula, charge and spin: 53.68 kcal/mol. The calculation puts the max |F| at 2.225 eV/Å. The HOMO-LUMO gap is 9.60 eV. The lowest unoccupied orbital energy comes out at 0.0274 Ha.



Among the records above, which one has the lowest max |F|? number 6